Record 1
A structure of composition C18H37Cl3NO2PPdSe2. Source: OMol25; level of theory: ωB97M-V with the def2-TZVPD basis set.

Values from the calculation:
total charge	+2
HOMO-LUMO gap (alpha / beta)	6.53 / 6.52	eV
E	-7565.315829	a.u.
LUMO level (alpha / beta)	-0.3296 / -0.3300	hartree
2S+1	1

Each line ends with the Löwdin charge.
Positions of all 65 atoms, in Å:
1 Pd 0.1096 0.4721 -1.7725  0.7764
2 C -1.4002 0.4427 -4.8904  -0.3013
3 Se 0.3955 0.1462 -4.2207  1.0900
4 C 1.2364 1.8185 -4.7669  -0.4702
5 C 0.5461 3.0231 -4.1791  -0.4592
6 Se 0.5035 2.8586 -2.2254  1.0728
7 C -1.1965 3.7332 -1.8951  -0.3088
8 H -1.3353 0.5747 -5.9689  0.0578
9 H -1.8681 1.3034 -4.4213  0.0270
10 H -1.9647 -0.4599 -4.6694  0.0468
11 H 1.2213 1.8403 -5.8572  0.1010
12 H 2.2717 1.7208 -4.4379  0.0697
13 H -0.4791 3.1368 -4.5256  0.0753
14 H 1.0940 3.9419 -4.3910  0.0977
15 H -1.0933 4.7693 -2.2124  0.0558
16 H -1.3790 3.6928 -0.8244  0.0259
17 H -1.9927 3.2372 -2.4429  0.0422
18 Cl 4.4117 -2.8897 -1.9569  0.6945
19 C 3.9644 -1.2257 -2.2268  -1.5171
20 Cl 4.2248 -0.7820 -3.9375  0.6538
21 Cl 4.8937 -0.1602 -1.1725  0.6595
22 C 2.4415 -1.0317 -2.0108  -0.8642
23 O 2.1253 0.2263 -1.8479  -0.3007
24 O 1.6548 -1.9425 -2.0650  0.0102
25 C 1.9473 0.9742 1.4425  -0.0694
26 C 1.3313 -0.3168 2.0022  -0.5887
27 C 2.2170 -1.4827 1.5385  -0.0613
28 C 1.3459 -0.2693 3.5384  -0.0548
29 P -0.4252 -0.5687 1.3861  1.0855
30 N -0.5461 -0.1637 -0.2524  -0.2506
31 C -1.0002 -2.3539 1.4304  -0.6031
32 C -0.7599 -2.9775 2.8111  -0.0530
33 C -0.2700 -3.1680 0.3483  -0.0716
34 C -2.4970 -2.4167 1.0936  -0.0775
35 C -1.6574 0.6427 2.1431  -0.5979
36 C -1.0242 2.0342 2.2659  -0.0752
37 C -2.8913 0.8006 1.2394  -0.0785
38 C -2.0881 0.1557 3.5339  -0.0532
39 H 2.9824 1.0006 1.7882  0.1054
40 H 1.4667 1.8785 1.8002  0.0664
41 H 1.9821 0.9775 0.3567  0.0412
42 H 3.2479 -1.2251 1.7868  0.1053
43 H 2.1654 -1.6492 0.4653  0.0592
44 H 1.9846 -2.4144 2.0471  0.0793
45 H 2.3915 -0.2331 3.8503  0.1101
46 H 0.9029 -1.1521 3.9960  0.0781
47 H 0.8597 0.6165 3.9401  0.0729
48 H 0.2963 -3.0768 3.0500  0.0731
49 H -1.1781 -3.9856 2.7848  0.1091
50 H -1.2567 -2.4410 3.6175  0.0771
51 H 0.7812 -3.3303 0.5557  0.0707
52 H -0.3635 -2.7250 -0.6411  0.0631
53 H -0.7482 -4.1486 0.3186  0.1056
54 H -3.1305 -1.9735 1.8576  0.0714
55 H -2.7625 -3.4728 1.0306  0.1045
56 H -2.7196 -1.9667 0.1260  0.0855
57 H -0.6397 2.3958 1.3101  0.0660
58 H -0.2338 2.0856 3.0091  0.0743
59 H -1.8128 2.7177 2.5851  0.1054
60 H -2.6310 1.2291 0.2716  0.0625
61 H -3.5647 1.4963 1.7430  0.1049
62 H -3.4386 -0.1197 1.0738  0.0623
63 H -1.2491 -0.0045 4.2082  0.0767
64 H -2.6862 -0.7516 3.4948  0.0757
65 H -2.7132 0.9365 3.9718  0.1088

=====

Record 2
A cluster of 2 separate species, C27H29O9 in total at a distorted geometry. Source: OMol25; level of theory: ωB97M-V with the def2-TZVPD basis set.

Values from the calculation:
total charge	-1
HOMO-LUMO gap	4.64	eV
E	-1723.471278	a.u.
LUMO level	0.0615	hartree
2S+1	1
relative energy (zero: lowest compared OMol25 entry of this formula, charge and spin)	20.83	kJ/mol

Each line ends with the Löwdin charge.
Positions of all 65 atoms, in Å:
1 C 4.9564 3.3000 -1.4365  -0.1046
2 O 5.1369 2.0628 -0.7965  -0.0809
3 C 4.2449 1.0769 -1.1939  -0.2278
4 C 4.2876 -0.1565 -0.5268  -0.0015
5 C 3.4158 -1.1636 -0.8423  -0.0032
6 C 2.4462 -0.9843 -1.8358  -0.1977
7 C 1.4805 -2.0231 -2.1597  0.1011
8 C 0.1638 -1.8598 -2.4317  -0.0460
9 C -0.6082 -3.0493 -2.8050  -0.4020
10 O -0.0479 -4.1319 -2.7828  0.1015
11 O -1.9216 -2.8957 -3.1691  0.0866
12 C -2.3395 -1.5476 -3.4966  -0.5093
13 C -1.8319 -1.2177 -4.9033  0.0186
14 C -3.8695 -1.5271 -3.4518  0.0180
15 O -1.8765 -0.5193 -2.5914  0.0919
16 C -0.5709 -0.6090 -2.1837  -0.3799
17 O -0.0168 0.3125 -1.6137  0.1375
18 C 2.4357 0.2277 -2.5316  -0.0343
19 C 3.3041 1.2353 -2.2218  -0.0114
20 H 5.6440 4.0190 -0.9914  0.0914
21 H 5.1767 3.2027 -2.4999  0.0891
22 H 3.9316 3.6402 -1.2852  0.0979
23 H 5.0227 -0.2894 0.2494  0.1143
24 H 3.4388 -2.0922 -0.2978  0.1237
25 H 1.8400 -3.0404 -2.1767  0.1351
26 H -0.7444 -1.2580 -4.9249  0.0906
27 H -2.2140 -1.9402 -5.6218  0.0948
28 H -2.1385 -0.2176 -5.2039  0.0963
29 H -4.1982 -1.7663 -2.4442  0.0948
30 H -4.2498 -0.5429 -3.7104  0.0928
31 H -4.2856 -2.2642 -4.1330  0.0906
32 H 1.6931 0.3603 -3.3022  0.1179
33 H 3.2514 2.1601 -2.7686  0.0979
34 C -5.1185 -0.3459 2.6461  -0.0759
35 C -3.7527 -0.9975 2.6606  -0.2730
36 O -2.7018 -0.0646 2.6225  -0.0235
37 C -1.4904 -0.7050 2.5521  -0.4404
38 C -0.2850 0.1130 2.4083  -0.0401
39 C -0.4298 1.5233 2.0481  -0.4401
40 O 0.4801 2.3223 2.2299  0.0068
41 O -1.6399 1.9167 1.5378  -0.0242
42 C -1.7706 3.3209 1.5229  -0.2633
43 C -3.1975 3.7320 1.8003  -0.0777
44 C 1.0042 -0.4183 2.7387  -0.1601
45 C 2.1763 0.3215 2.5119  -0.0439
46 C 3.4002 -0.1194 2.9492  -0.1310
47 C 3.5095 -1.3176 3.6277  -0.1511
48 C 2.3835 -2.0938 3.8234  -0.1234
49 C 1.1592 -1.6626 3.3780  -0.0389
50 O -1.4079 -1.9233 2.6482  0.0084
51 H -5.9225 -1.0831 2.5838  0.0675
52 H -5.2775 0.2519 3.5438  0.0684
53 H -5.2126 0.3289 1.7959  0.0686
54 H -3.6111 -1.6138 3.5578  0.1200
55 H -3.6179 -1.6537 1.7906  0.1209
56 H -1.0927 3.7329 2.2836  0.1141
57 H -1.4225 3.6760 0.5449  0.1214
58 H -3.3158 4.8158 1.8444  0.0656
59 H -3.8619 3.3439 1.0296  0.0659
60 H -3.5358 3.3077 2.7459  0.0740
61 H 2.0944 1.2648 2.0012  0.0907
62 H 4.2765 0.4838 2.7865  0.0864
63 H 4.4646 -1.6437 4.0070  0.0749
64 H 2.4703 -3.0438 4.3232  0.0847
65 H 0.2885 -2.2708 3.5409  0.0848